(1)
The following is a quantum chemistry calculation of C26H40CaS4Si2Te as an isolated structure in a non-equilibrium geometry, from the Open Molecules 2025 dataset.

Positions of all 74 atoms, in Å:
Ca -6.87 -13.98 -8.92
C -5.47 -12.25 -6.38
C -4.79 -11.78 -7.66
S -3.97 -13.00 -8.78
C -3.19 -14.17 -7.56
C -3.55 -15.68 -7.85
S -5.33 -16.13 -8.12
C -5.95 -16.84 -6.55
C -7.43 -17.12 -6.53
S -8.49 -15.66 -6.73
C -8.63 -14.55 -5.29
C -7.55 -13.50 -5.11
S -7.31 -12.24 -6.48
H -5.23 -11.53 -5.55
H -5.14 -13.24 -6.10
H -3.92 -11.11 -7.47
H -5.52 -11.21 -8.25
H -3.48 -13.92 -6.52
H -2.12 -14.06 -7.70
H -3.24 -16.25 -6.95
H -3.04 -16.00 -8.76
H -5.62 -16.14 -5.73
H -5.45 -17.85 -6.46
H -7.75 -17.73 -5.68
H -7.63 -17.69 -7.44
H -8.65 -15.15 -4.41
H -9.64 -14.11 -5.35
H -6.59 -13.98 -4.91
H -7.74 -12.83 -4.25
C -4.47 -15.27 -11.44
Si -6.20 -14.49 -11.83
C -7.46 -15.88 -12.24
C -5.62 -13.73 -13.49
C -4.78 -14.16 -14.51
C -4.22 -13.19 -15.33
C -4.51 -11.81 -15.14
C -5.29 -11.38 -14.06
C -5.93 -12.36 -13.29
Si -7.01 -12.20 -11.73
C -8.64 -11.45 -12.36
C -6.18 -10.80 -10.72
H -4.05 -15.80 -12.31
H -4.59 -16.11 -10.73
H -3.76 -14.57 -10.98
H -7.33 -16.34 -13.24
H -8.48 -15.48 -12.18
H -7.33 -16.69 -11.52
H -4.57 -15.23 -14.63
H -3.61 -13.49 -16.17
H -4.07 -11.07 -15.79
H -5.42 -10.29 -13.93
H -8.48 -10.97 -13.33
H -9.13 -10.75 -11.65
H -9.36 -12.25 -12.47
H -5.95 -9.91 -11.37
H -5.23 -11.11 -10.25
H -6.81 -10.41 -9.94
C -11.50 -12.80 -7.34
Te -10.27 -12.09 -9.08
C -12.35 -11.54 -9.76
C -13.36 -11.73 -8.65
C -14.67 -11.27 -8.73
C -15.55 -11.55 -7.70
C -15.14 -12.23 -6.56
C -13.84 -12.68 -6.46
C -12.92 -12.39 -7.45
H -10.95 -12.32 -6.48
H -11.36 -13.88 -7.28
H -12.51 -12.14 -10.65
H -12.31 -10.49 -10.06
H -14.94 -10.74 -9.65
H -16.59 -11.16 -7.79
H -15.84 -12.35 -5.75
H -13.54 -13.25 -5.58

Values from the calculation:
- energy above the lowest of the compared OMol25 structures with the same formula, charge and spin (kJ/mol) = 63.10
- total charge = 0
- E_LUMO (spin up / spin down) (Ha) = -0.010 / -0.010
- maximum force (eV Å⁻¹) = 2.780
- highest occupied orbital energy (spin up / spin down) (eV) = -3.12 / -3.11

---

(2)
The following is a quantum chemistry calculation of C26H40Cl3F2INO8S as an isolated structure in a non-equilibrium geometry, from the Open Molecules 2025 dataset.

Positions of all 82 atoms, in Å:
C 1.84 -2.99 3.66
O 0.63 -3.56 4.32
C -0.02 -4.54 3.40
C -1.55 -4.91 3.88
C -2.72 -4.35 2.82
C -3.25 -2.85 3.23
C -2.93 -1.70 2.09
C -1.31 -1.70 1.80
C -0.78 -0.36 0.99
C 0.20 -0.84 -0.24
C -0.73 -0.98 -1.59
C -0.02 -0.32 -2.91
C -1.14 0.67 -3.64
C -0.79 2.27 -3.51
C -0.61 2.82 -1.97
C 0.93 2.81 -1.32
C 1.22 3.39 0.21
C 2.71 3.42 0.89
O 3.55 4.43 0.64
O 3.10 2.28 1.75
O 2.73 2.46 2.99
C -0.10 4.00 1.03
C 0.19 4.62 2.52
C -1.05 5.51 3.15
O -1.59 5.13 4.34
I -1.90 7.31 2.23
C -1.58 3.92 0.30
N -1.76 3.36 -1.13
S -3.42 3.41 -1.74
H 1.61 -1.89 3.28
H 2.14 -3.60 2.69
H 2.73 -2.93 4.45
H -0.03 -4.14 2.28
H 0.62 -5.54 3.44
H -1.65 -6.08 3.99
H -1.73 -4.43 4.96
H -2.22 -4.39 1.73
H -3.60 -5.15 2.80
H -4.40 -2.88 3.44
H -2.73 -2.51 4.24
H -3.46 -1.99 1.07
H -3.32 -0.65 2.44
H -1.09 -2.62 1.08
H -0.75 -1.84 2.84
H -0.15 0.28 1.77
H -1.68 0.32 0.67
H 1.13 -0.11 -0.42
H 0.67 -1.92 -0.05
H -0.99 -2.11 -1.84
H -1.73 -0.41 -1.38
H 0.26 -1.18 -3.68
H 0.96 0.28 -2.70
H -1.07 0.41 -4.80
H -2.26 0.40 -3.34
H -1.70 2.87 -4.00
H 0.23 2.48 -4.08
H 1.87 2.41 -1.90
H 2.69 3.44 3.23
H 1.10 5.38 2.40
H 0.52 3.84 3.33
H -2.49 4.34 0.91
H -4.16 2.54 -0.89
Cl 0.40 3.23 -6.52
C -0.39 4.70 -7.13
C -0.31 5.85 -6.14
Cl -1.30 5.56 -4.69
H -1.43 4.45 -7.37
H 0.12 4.97 -8.06
H -0.68 6.77 -6.60
H 0.72 6.03 -5.81
C 3.83 -4.48 -1.90
C 3.91 -4.59 -0.42
O 2.75 -3.94 0.03
C 1.84 -4.11 -0.97
O 0.64 -3.93 -0.85
O 2.43 -4.52 -2.13
F 4.99 -3.92 0.05
H 4.23 -3.54 -2.28
H 4.33 -5.31 -2.41
H 3.92 -5.62 -0.04
F 2.11 -1.01 1.22
Cl 2.73 -1.91 5.87

Values from the calculation:
- total charge = -1
- E_LUMO (Ha) = -0.031
- maximum force (eV Å⁻¹) = 9.363
- highest occupied orbital energy (eV) = -2.60

---

(3)
The following is a quantum chemistry calculation of C26H40KN5O2SSi as an isolated structure in a non-equilibrium geometry, from the Open Molecules 2025 dataset.

Positions of all 76 atoms, in Å:
K -0.54 1.78 17.21
O -5.13 6.70 22.11
N -4.12 6.52 21.42
O -3.19 7.26 21.30
C -4.05 5.21 20.74
C -4.40 4.18 21.53
C -4.00 2.86 21.11
C -4.27 1.79 21.98
C -3.88 0.58 21.61
C -3.08 0.48 20.41
N -2.79 1.44 19.63
C -3.32 2.69 19.89
C -3.08 3.79 19.00
N -2.44 3.61 17.81
C -2.20 4.61 17.01
C -2.55 5.91 17.35
C -3.10 6.17 18.59
C -3.37 5.07 19.44
H -4.92 4.32 22.46
H -4.79 2.05 22.90
H -3.93 -0.32 22.23
H -2.63 -0.48 20.21
H -1.63 4.37 16.08
H -2.47 6.76 16.67
H -3.50 7.15 18.79
C 1.05 5.55 14.91
Si 1.36 3.64 14.92
C 3.38 3.73 14.72
C 3.89 4.95 15.52
C 4.01 3.81 13.32
C 3.87 2.48 15.40
C 0.66 2.85 13.28
C -0.87 2.67 13.37
C 1.04 3.61 11.99
C 1.31 1.44 13.17
H 1.48 6.04 14.03
H 1.33 5.97 15.84
H -0.07 5.64 14.85
H 3.63 5.92 15.06
H 4.96 4.88 15.63
H 3.56 4.90 16.57
H 3.93 4.80 12.90
H 3.67 3.17 12.51
H 5.04 3.67 13.42
H 3.58 2.51 16.47
H 4.97 2.41 15.34
H 3.56 1.50 14.98
H -1.35 3.64 13.25
H -1.18 2.25 14.31
H -1.15 2.05 12.56
H 0.67 4.65 11.82
H 0.76 2.90 11.15
H 2.13 3.78 12.01
H 1.33 0.92 14.06
H 2.34 1.58 12.98
H 0.99 0.79 12.37
C 2.85 6.81 19.87
C 2.54 5.53 19.10
N 1.84 4.60 19.94
C 2.12 3.29 20.04
S 0.96 2.07 19.97
N 3.43 2.90 20.15
C 4.67 3.65 20.29
C 5.66 3.62 19.16
H 3.41 7.43 19.19
H 3.45 6.57 20.72
H 1.89 7.30 20.07
H 3.44 5.05 18.72
H 2.02 5.71 18.22
H 0.87 4.83 20.02
H 3.52 1.93 19.90
H 5.17 3.24 21.14
H 4.46 4.68 20.47
H 6.01 2.55 19.02
H 6.53 4.18 19.54
H 5.16 3.94 18.22

Values from the calculation:
- total charge = 0
- E_LUMO (Ha) = -0.035
- maximum force (eV Å⁻¹) = 2.994
- highest occupied orbital energy (eV) = -5.34

---

(4)
The following is a quantum chemistry calculation of one molecule with the formula C26H40O3, from the Open Molecules 2025 dataset.

Positions of all 69 atoms, in Å:
C 0.54 6.82 -0.41
C 0.73 6.02 -1.70
C 0.46 4.53 -1.48
C 0.49 3.71 -2.77
C 1.84 3.69 -3.49
C 2.97 3.07 -2.66
C 2.66 1.62 -2.33
O 2.41 0.78 -3.15
O 2.72 1.41 -1.02
C 2.47 0.09 -0.54
C 3.40 -0.23 0.64
C 2.56 -1.07 1.63
C 1.29 -1.40 0.85
C 0.03 -1.83 1.58
C 0.25 -2.99 2.57
C -0.35 -4.31 2.07
C -1.80 -4.18 1.72
C -2.65 -5.20 1.89
C -4.04 -5.18 1.46
O -4.83 -6.04 1.80
C -4.45 -4.04 0.56
C -3.29 -3.22 0.02
C -2.25 -2.87 1.11
C -2.92 -2.01 2.19
C -1.01 -2.18 0.50
C -1.31 -0.94 -0.36
C -0.03 -0.41 -1.02
C 1.05 -0.12 0.02
C 0.67 1.11 0.84
H 0.74 7.87 -0.58
H -0.47 6.71 -0.04
H 1.22 6.46 0.36
H 0.04 6.40 -2.46
H 1.75 6.16 -2.06
H -0.53 4.42 -1.03
H 1.19 4.14 -0.76
H 0.21 2.68 -2.53
H -0.26 4.10 -3.45
H 1.73 3.09 -4.40
H 2.12 4.70 -3.78
H 3.13 3.62 -1.73
H 3.89 3.08 -3.24
H 2.64 -0.60 -1.38
H 4.28 -0.78 0.30
H 3.74 0.70 1.09
H 3.10 -1.97 1.94
H 2.33 -0.50 2.53
H 1.55 -2.19 0.14
H -0.33 -0.97 2.15
H -0.21 -2.76 3.53
H 1.31 -3.13 2.75
H 0.19 -4.63 1.17
H -0.21 -5.09 2.81
H -2.32 -6.11 2.36
H -5.04 -4.45 -0.26
H -5.13 -3.40 1.14
H -3.68 -2.31 -0.43
H -2.78 -3.79 -0.76
H -3.34 -1.11 1.75
H -3.72 -2.56 2.67
H -2.22 -1.72 2.96
H -0.55 -2.92 -0.17
H -1.76 -0.16 0.25
H -2.01 -1.20 -1.15
H -0.27 0.49 -1.59
H 0.34 -1.15 -1.73
H 1.43 1.34 1.58
H 0.57 1.96 0.18
H -0.28 0.98 1.36

Values from the calculation:
- energy above the lowest of the compared OMol25 structures with the same formula, charge and spin (kJ/mol) = 25.26
- total charge = 0
- E_LUMO (Ha) = 0.020
- maximum force (eV Å⁻¹) = 0.708
- highest occupied orbital energy (eV) = -9.22

---

(5)
The following is a quantum chemistry calculation of C26H42BrCdN3P2S as an isolated structure in a non-equilibrium geometry, from the Open Molecules 2025 dataset.

Positions of all 76 atoms, in Å:
C 7.45 -2.13 -1.52
C 6.21 -2.34 -2.17
C 6.14 -3.23 -3.25
C 7.30 -3.92 -3.63
N 8.47 -3.74 -3.01
C 8.57 -2.87 -1.98
C 4.99 -1.64 -1.77
C 3.98 -1.02 -1.46
C 2.87 -0.18 -1.18
C 2.46 -0.06 0.15
C 1.67 1.07 0.63
C 1.77 2.33 -0.20
C 1.60 1.89 -1.56
C 2.30 0.73 -2.08
Cd -0.32 -0.09 -0.49
P -1.60 -0.09 2.25
H 5.16 -3.31 -3.72
H 7.48 -1.39 -0.70
H 7.21 -4.62 -4.48
H 9.54 -2.70 -1.46
H 2.70 0.70 -3.10
H 2.97 -0.75 0.87
H 1.23 2.55 -2.33
H 1.57 1.03 1.71
C -3.32 0.22 2.92
C -4.31 -0.93 3.06
H -3.75 0.99 2.27
H -3.17 0.69 3.90
H -5.26 -0.54 3.45
H -4.53 -1.41 2.10
H -3.97 -1.70 3.77
C -1.67 -1.82 1.49
C -0.60 -2.83 1.89
H -1.50 -1.70 0.39
H -2.69 -2.24 1.57
H -0.57 -3.61 1.11
H 0.41 -2.36 1.94
H -0.84 -3.31 2.85
C -0.71 -0.45 3.82
C -1.39 -1.36 4.85
H -0.55 0.50 4.33
H 0.28 -0.86 3.54
H -0.66 -1.54 5.66
H -2.25 -0.85 5.30
H -1.70 -2.33 4.44
Br 1.50 4.04 0.52
P -2.44 0.62 -2.73
C -3.10 -0.33 -1.33
C -4.41 -1.07 -1.53
H -3.18 0.31 -0.46
H -2.32 -1.11 -1.25
H -4.46 -1.89 -0.83
H -5.27 -0.43 -1.35
H -4.47 -1.46 -2.53
C -2.30 2.44 -2.30
C -2.87 3.38 -3.40
H -1.23 2.63 -2.13
H -2.91 2.55 -1.38
H -2.95 4.41 -3.00
H -2.19 3.38 -4.28
H -3.85 2.97 -3.70
C -0.79 0.06 -3.20
C -0.87 -0.86 -4.48
H -0.31 -0.57 -2.39
H -0.14 0.92 -3.42
H 0.16 -1.02 -4.91
H -1.30 -1.87 -4.26
H -1.52 -0.34 -5.22
N -0.98 4.29 4.80
C -0.77 3.90 3.56
N -1.33 4.73 2.64
S 0.06 2.48 3.17
H -1.55 5.09 5.05
H -0.54 3.72 5.55
H -1.10 4.62 1.66
H -1.56 5.66 2.97

Values from the calculation:
- total charge = +2
- E_LUMO (Ha) = -0.303
- maximum force (eV Å⁻¹) = 5.178
- highest occupied orbital energy (eV) = -13.37

---

(6)
The following is a quantum chemistry calculation of a 5-piece molecular cluster, C26H42Cl4N3O8 overall, from the Open Molecules 2025 dataset.

Positions of all 83 atoms, in Å:
C 4.41 -3.44 3.32
C 5.01 -3.81 1.99
O 4.54 -2.99 0.93
C 5.20 -1.74 0.84
C 4.34 -0.81 0.00
O 3.94 0.37 0.68
C 3.07 0.15 1.76
C 1.64 0.40 1.39
C 0.76 1.11 2.19
C -0.55 1.28 1.77
C -1.50 2.03 2.65
O -1.14 2.60 3.62
O -2.76 2.03 2.17
C -0.99 0.75 0.58
C -0.10 0.02 -0.20
O -0.45 -0.52 -1.34
C -0.61 -1.98 -1.34
C -1.42 -2.46 -0.14
N -2.16 -3.65 -0.52
C -2.80 -4.38 0.60
C -3.05 -3.62 1.89
C -3.72 -4.56 2.89
O -3.88 -2.49 1.73
N 1.17 -0.12 0.23
H 4.64 -4.22 4.03
H 4.81 -2.52 3.73
H 3.33 -3.39 3.25
H 4.71 -4.82 1.74
H 6.10 -3.80 2.03
H 5.30 -1.32 1.84
H 6.19 -1.85 0.42
H 4.89 -0.47 -0.87
H 3.50 -1.39 -0.37
H 3.31 0.85 2.56
H 3.16 -0.85 2.18
H 1.10 1.54 3.12
H -3.37 1.59 2.78
H -2.01 0.87 0.26
H -1.09 -2.22 -2.27
H 0.38 -2.43 -1.32
H -2.11 -1.68 0.14
H -0.71 -2.65 0.68
H -1.49 -4.29 -0.93
H -2.23 -5.27 0.87
H -3.77 -4.72 0.26
H -2.12 -3.30 2.35
H -4.79 -4.58 2.72
H -3.57 -4.17 3.89
H -3.28 -5.55 2.88
H -4.03 -2.28 0.80
H 1.80 -0.65 -0.36
Cl -0.40 7.58 -3.12
C 0.03 6.14 -2.28
C 1.17 5.42 -2.62
Cl 2.23 5.97 -3.87
C 1.50 4.27 -1.93
C 0.68 3.82 -0.90
C -0.46 4.53 -0.57
C -0.79 5.69 -1.26
H 2.40 3.73 -2.19
H 0.95 2.92 -0.36
H -1.10 4.19 0.24
H -1.68 6.25 -1.00
C 4.03 6.87 -0.73
Cl 3.88 5.69 0.57
Cl 4.64 8.43 -0.16
H 4.72 6.48 -1.47
H 3.05 7.03 -1.17
C -4.60 -0.32 -3.29
C -4.06 0.38 -2.07
O -3.87 -0.22 -1.01
N -3.79 1.70 -2.17
C -3.94 2.56 -3.33
H -4.77 -1.36 -3.03
H -5.55 0.12 -3.60
H -3.90 -0.26 -4.11
H -3.45 2.12 -1.32
H -2.98 3.00 -3.61
H -4.64 3.37 -3.12
H -4.31 1.99 -4.18
O -0.74 -5.86 -2.15
H -1.65 -6.18 -2.12
H -0.20 -6.65 -2.15

Values from the calculation:
- energy above the lowest of the compared OMol25 structures with the same formula, charge and spin (kJ/mol) = 0.00
- total charge = +1
- E_LUMO (Ha) = -0.159
- maximum force (eV Å⁻¹) = 0.835
- highest occupied orbital energy (eV) = -11.42